Below is a structure of composition C40H53AlBCl3N9O3S4 at a distorted geometry, with properties calculated with the ωB97M-V functional and the def2-TZVPD basis.

The geometry in XYZ format:
```
114
Properties=species:S:1:pos:R:3:lowdin_charge:R:1
Al 0.03 0.79 -0.13 -0.267
C -0.73 1.62 4.67 -0.076
C -2.22 1.44 4.38 -0.533
C -2.86 2.79 4.01 -0.012
C -2.89 0.87 5.65 -0.024
N -2.49 0.49 3.28 0.001
C -3.78 0.08 3.05 -0.035
C -3.74 -0.88 2.11 -0.037
N -2.44 -1.08 1.74 0.019
B -2.05 -2.33 0.92 -0.580
N -0.60 -2.77 1.19 0.016
C -0.33 -3.62 2.23 -0.036
C 0.95 -4.01 2.14 -0.036
N 1.51 -3.38 1.05 0.018
C 0.54 -2.60 0.49 -0.597
S 0.69 -1.56 -0.86 0.831
C 2.89 -3.72 0.67 -0.531
C 3.83 -3.20 1.76 -0.005
C 3.00 -5.25 0.59 -0.022
C 3.28 -3.15 -0.68 -0.085
N -2.27 -2.22 -0.59 0.020
C -2.37 -3.34 -1.36 -0.032
C -2.51 -2.96 -2.65 -0.030
N -2.50 -1.59 -2.68 0.022
C -2.34 -1.16 -1.41 -0.620
S -2.28 0.44 -0.81 0.873
C -2.62 -0.89 -3.97 -0.531
C -3.96 -1.30 -4.61 -0.016
C -1.44 -1.32 -4.85 -0.008
C -2.60 0.63 -3.82 -0.074
C -1.69 -0.21 2.45 -0.594
S -0.01 -0.02 2.20 0.853
H -0.62 2.27 5.54 0.097
H -0.21 2.08 3.84 0.040
H -0.26 0.67 4.90 0.075
H -3.15 3.32 4.92 0.095
H -3.75 2.65 3.40 0.086
H -2.16 3.43 3.46 0.074
H -2.55 1.42 6.52 0.093
H -2.63 -0.18 5.78 0.099
H -3.97 0.96 5.60 0.081
H -4.63 0.47 3.57 0.127
H -4.54 -1.45 1.67 0.135
H -2.75 -3.21 1.31 0.132
H -1.09 -3.91 2.92 0.129
H 1.50 -4.67 2.77 0.123
H 3.54 -3.57 2.74 0.084
H 3.81 -2.11 1.79 0.060
H 4.84 -3.52 1.56 0.098
H 2.96 -5.72 1.57 0.078
H 3.95 -5.52 0.14 0.092
H 2.20 -5.66 -0.03 0.099
H 3.29 -2.07 -0.66 0.025
H 2.60 -3.48 -1.46 0.080
H 4.28 -3.51 -0.93 0.082
H -2.35 -4.32 -0.93 0.132
H -2.61 -3.56 -3.53 0.125
H -4.01 -2.37 -4.81 0.078
H -4.08 -0.77 -5.55 0.094
H -4.79 -1.03 -3.96 0.096
H -1.47 -2.39 -5.06 0.082
H -0.50 -1.08 -4.36 0.085
H -1.48 -0.79 -5.80 0.092
H -3.42 0.97 -3.19 0.066
H -2.72 1.07 -4.81 0.089
H -1.66 0.97 -3.41 0.049
N -0.81 2.58 0.99 0.002
C -1.42 3.58 0.11 -0.225
C -0.36 4.26 -0.74 -0.061
C 0.46 3.26 -1.55 -0.561
O 1.35 3.63 -2.27 0.093
O 0.15 2.00 -1.37 -0.093
H -1.52 2.26 1.65 0.054
H -0.06 3.01 1.53 0.113
H -1.96 4.34 0.69 0.124
H -2.13 3.06 -0.53 0.085
H 0.34 4.82 -0.12 0.132
H -0.81 4.96 -1.44 0.134
Cl 7.41 -4.09 -5.17 0.710
C 6.77 -2.61 -4.59 -0.663
C 6.00 -2.58 -3.44 -0.086
C 5.48 -1.38 -2.99 -0.023
C 5.70 -0.19 -3.68 -0.209
C 5.06 1.11 -3.25 -0.270
C 5.18 1.41 -1.72 -0.027
N 4.09 0.98 -0.88 -0.027
C 4.20 0.31 0.31 -0.043
C 2.96 0.27 0.85 -0.143
N 2.09 0.90 0.01 0.002
C 2.81 1.32 -1.02 -0.087
O 3.73 1.29 -3.69 -0.079
C 2.99 0.19 -4.21 -0.144
C 1.97 0.77 -5.15 -0.302
C 2.08 0.73 -6.51 -0.956
Cl 3.30 -0.03 -7.43 0.678
S 0.78 1.55 -7.30 1.008
C 0.10 1.98 -5.77 -0.405
C 0.83 1.49 -4.74 -0.145
C 6.47 -0.24 -4.84 -0.582
Cl 6.78 1.17 -5.78 0.757
C 7.01 -1.44 -5.29 -0.115
H 5.82 -3.50 -2.91 0.099
H 4.87 -1.38 -2.11 0.095
H 5.64 1.92 -3.73 0.111
H 5.25 2.50 -1.62 0.144
H 6.10 0.97 -1.34 0.140
H 5.14 -0.07 0.66 0.130
H 2.62 -0.16 1.77 0.075
H 2.45 1.88 -1.86 0.121
H 2.48 -0.35 -3.39 0.126
H 3.63 -0.50 -4.75 0.103
H -0.79 2.57 -5.74 0.066
H 0.59 1.65 -3.70 0.088
H 7.61 -1.45 -6.19 0.109
```

Summary:
total charge	+1
Kohn-Sham gap	0.320	Eh


Below is a structure of composition C40H53AsN4Pb at a distorted geometry, with properties calculated with the ωB97M-V functional and the def2-TZVPD basis.

The geometry in XYZ format:
```
99
Properties=species:S:1:pos:R:3:lowdin_charge:R:1
Pb 0.02 0.12 0.35 1.299
C 1.04 4.56 0.87 -0.029
C 2.26 4.76 0.24 -0.041
C 3.00 3.66 -0.15 -0.001
C 2.50 2.37 0.07 -0.200
N 1.28 2.20 0.62 0.012
C 0.59 3.26 1.01 -0.156
C 3.23 1.18 -0.31 -0.197
C 4.53 1.24 -0.83 0.004
C 5.15 0.08 -1.26 -0.038
C 4.48 -1.12 -1.11 0.002
C 3.22 -1.13 -0.50 -0.206
N 2.61 0.00 -0.14 0.082
C 2.53 -2.39 -0.23 -0.218
C 3.25 -3.59 -0.11 -0.008
C 2.56 -4.77 0.10 -0.052
C 1.18 -4.73 0.19 -0.036
C 0.56 -3.49 0.09 -0.132
N 1.21 -2.36 -0.11 0.030
H 0.45 5.39 1.22 0.115
H 2.63 5.76 0.06 0.111
H 3.95 3.81 -0.63 0.100
H -0.37 3.04 1.44 0.067
H 5.06 2.18 -0.92 0.102
H 6.14 0.12 -1.70 0.113
H 4.93 -2.04 -1.47 0.109
H 4.32 -3.59 -0.16 0.105
H 3.09 -5.71 0.20 0.110
H 0.60 -5.62 0.34 0.106
H -0.51 -3.40 0.19 0.075
C 1.27 -0.85 4.89 -0.099
C 0.98 0.07 3.70 -0.533
C 0.19 1.28 4.20 -0.095
C 0.21 -0.70 2.63 -0.310
H 1.75 -0.30 5.70 0.069
H 1.92 -1.67 4.59 0.069
H 0.34 -1.27 5.27 0.078
H 1.93 0.42 3.28 0.114
H -0.75 0.96 4.65 0.079
H -0.02 1.96 3.38 0.044
H 0.75 1.82 4.96 0.076
H -0.77 -0.96 3.03 0.024
H 0.74 -1.65 2.47 0.013
C -3.30 0.72 -4.43 -0.054
C -2.64 1.61 -3.41 -0.274
C -2.06 2.82 -3.77 -0.029
C -1.49 3.64 -2.81 -0.278
C -0.83 4.93 -3.20 -0.057
C -1.50 3.24 -1.48 -0.005
C -2.04 2.01 -1.09 -0.387
C -2.61 1.21 -2.09 -0.028
N -1.97 1.55 0.22 -0.149
C -3.07 1.89 1.10 -0.487
C -3.02 3.37 1.56 -0.086
C -4.17 3.67 2.53 -0.295
C -5.52 3.43 1.85 -0.124
C -5.59 1.98 1.39 -0.292
C -5.47 1.05 2.60 -0.121
C -4.14 1.30 3.30 -0.288
C -4.05 2.76 3.75 -0.120
C -3.01 0.99 2.33 -0.109
C -4.45 1.71 0.41 -0.102
H -3.29 1.19 -5.42 0.069
H -4.33 0.53 -4.15 0.078
H -2.78 -0.23 -4.49 0.073
H -2.06 3.13 -4.80 0.106
H -1.10 5.21 -4.21 0.069
H 0.26 4.81 -3.15 0.074
H -1.10 5.73 -2.52 0.074
H -1.07 3.89 -0.73 0.088
H -3.04 0.26 -1.80 0.064
H -3.08 4.02 0.69 0.119
H -2.08 3.57 2.08 0.100
H -4.10 4.72 2.84 0.136
H -5.62 4.09 0.99 0.118
H -6.33 3.65 2.55 0.116
H -6.54 1.79 0.89 0.137
H -5.52 0.00 2.27 0.111
H -6.30 1.22 3.29 0.116
H -4.05 0.64 4.17 0.137
H -3.09 2.93 4.25 0.115
H -4.85 2.98 4.46 0.117
H -3.08 -0.05 1.99 0.081
H -2.04 1.11 2.80 0.077
H -4.52 2.40 -0.43 0.125
H -4.53 0.69 0.03 0.048
C -5.24 -3.22 -0.51 -0.342
As -3.74 -1.99 -0.16 1.108
C -2.58 -2.65 -1.61 -0.341
C -2.98 -3.01 1.34 -0.333
H -4.89 -4.24 -0.64 0.015
H -5.79 -2.92 -1.41 0.013
H -5.95 -3.20 0.32 0.013
H -2.32 -3.70 -1.48 0.014
H -1.66 -2.06 -1.66 -0.012
H -3.09 -2.54 -2.57 0.018
H -2.74 -4.03 1.06 0.018
H -3.71 -3.03 2.16 0.022
H -2.09 -2.51 1.72 -0.013
```

Summary:
Kohn-Sham gap	0.201	Eh